Entry 1:
Formula: C18H56CaN9O5P3
Source: OMol25
Level of theory: ωB97M-V/def2-TZVPD

Values from the calculation:
HOMO-LUMO gap   7.9 eV
E_HOMO   -7.2 eV

Last column: Löwdin charge in e.
Geometry (Å):
Ca 0.110 -0.528 1.209  1.3166
O -1.914 -1.205 1.741  -0.5923
H -2.874 -1.096 1.888  -0.0980
O 1.938 -0.835 2.334  -0.5991
H 2.590 -1.423 2.763  -0.0936
O 0.864 -2.228 -0.100  -0.4045
P 1.046 -3.604 -0.711  0.6745
N 1.815 -3.562 -2.216  -0.3076
C 1.209 -2.724 -3.248  -0.1003
C 3.232 -3.842 -2.365  -0.1089
N -0.443 -4.468 -1.016  -0.2826
C -1.535 -4.106 -0.150  -0.1463
C -0.726 -5.732 -1.869  -0.0638
N 2.107 -4.582 0.227  -0.3234
C 2.808 -4.095 1.442  -0.0803
C 2.098 -6.002 0.098  -0.1392
H 1.837 -2.779 -4.137  0.0778
H 1.264 -1.706 -2.862  0.0735
H 0.218 -2.999 -3.609  0.0700
H 3.913 -3.014 -2.168  0.0880
H 3.317 -4.149 -3.408  0.0770
H 3.533 -4.748 -1.839  0.0677
H -2.340 -3.624 -0.705  0.0577
H -2.090 -5.005 0.117  0.0767
H -1.190 -3.608 0.757  0.0729
H -1.596 -5.734 -2.526  0.0728
H 0.042 -5.760 -2.642  0.0616
H -0.723 -6.544 -1.142  0.0726
H 3.883 -4.071 1.262  0.0809
H 2.554 -3.094 1.792  0.0399
H 2.585 -4.742 2.290  0.0826
H 3.057 -6.383 0.450  0.0889
H 1.858 -6.215 -0.944  0.0659
H 1.288 -6.360 0.733  0.0846
O 0.189 1.811 1.765  -0.3451
P 0.470 3.023 2.565  0.6379
N 1.605 4.142 1.881  -0.3090
C 1.742 5.603 2.152  -0.1029
C 2.862 3.509 1.476  -0.1051
N 1.044 2.786 4.177  -0.2801
C 1.589 3.908 4.995  -0.0981
C 1.317 1.430 4.735  -0.0946
N -0.986 3.881 2.751  -0.3178
C -1.943 3.233 3.500  -0.1741
C -1.599 4.331 1.536  -0.1333
H 1.806 6.079 1.173  0.0735
H 2.732 5.737 2.587  0.0737
H 0.820 5.931 2.632  0.0731
H 2.619 2.808 0.677  0.0699
H 3.247 2.884 2.282  0.0774
H 3.580 4.297 1.247  0.0821
H 1.667 3.646 6.050  0.0806
H 2.584 4.151 4.622  0.0621
H 1.159 4.885 4.775  0.0624
H 2.312 1.097 4.437  0.0678
H 1.556 1.486 5.797  0.0658
H 0.499 0.743 4.523  0.0818
H -2.123 2.220 3.142  0.0911
H -1.548 3.289 4.514  0.0866
H -2.965 3.610 3.534  0.0937
H -0.894 4.466 0.715  0.0637
H -2.180 5.248 1.640  0.0891
H -2.313 3.576 1.207  0.0686
O -0.702 0.169 -0.790  -0.3726
P -1.435 0.733 -1.895  0.5844
N -1.899 -0.507 -2.966  -0.2955
C -2.550 -0.114 -4.182  -0.1456
C -2.134 -1.895 -2.469  -0.0885
N -0.438 1.847 -2.722  -0.2875
C 0.545 1.387 -3.770  -0.0632
C 0.165 2.756 -1.776  -0.1447
N -2.860 1.519 -1.391  -0.2864
C -3.378 2.794 -1.891  -0.1129
C -3.848 0.861 -0.549  -0.1123
H -2.102 -0.680 -4.999  0.0808
H -2.552 0.939 -4.463  0.0801
H -3.603 -0.361 -4.050  0.0815
H -1.342 -2.323 -1.855  0.0358
H -2.200 -2.508 -3.368  0.0800
H -3.099 -2.021 -1.977  0.0787
H 0.936 2.223 -4.350  0.0828
H 1.350 0.876 -3.241  0.0776
H -0.070 0.702 -4.354  0.0569
H 0.877 3.442 -2.236  0.0807
H -0.516 3.441 -1.272  0.0706
H 0.939 2.220 -1.226  0.0758
H -2.812 3.199 -2.730  0.0701
H -4.425 2.816 -2.193  0.0826
H -3.126 3.382 -1.008  0.0625
H -4.206 1.497 0.260  0.0884
H -3.517 0.041 0.088  0.0554
H -4.576 0.319 -1.154  0.0818

Entry 2:
Formula: C19H16BrN3O3S
Source: OMol25
Level of theory: ωB97M-V/def2-TZVPD

Values from the calculation:
HOMO-LUMO gap   8.1 eV
E_HOMO   -9.3 eV
SMILES string   CN(c1ccccc1)S(=O)(=O)c1cccc(NC(=O)c2cncc(Br)c2)c1

Last column: natural (NBO) charge in e.
Geometry (Å):
C 0.066 -1.219 -2.703  -0.3994
N -0.791 -0.757 -1.666  -0.7332
C -0.913 0.587 -1.583  0.0799
C -0.509 1.507 -2.741  -0.2176
C -0.769 2.820 -2.839  -0.2172
C -1.351 3.568 -1.619  -0.2356
C -1.826 2.860 -0.573  -0.1405
C -1.465 1.204 -0.673  -0.1688
H -1.785 0.611 0.134  0.1948
H -2.282 3.051 0.310  0.2084
H -1.280 4.561 -1.410  0.2102
H -0.150 3.519 -3.519  0.2300
H -0.085 1.081 -3.767  0.2296
S -1.835 -1.646 -0.967  2.2643
O -1.637 -3.063 -1.639  -0.8857
O -3.201 -0.924 -1.178  -0.9065
C -1.590 -1.637 0.635  -0.4078
C -0.135 -1.663 0.999  -0.1634
C 0.328 -2.002 2.427  0.1667
C -0.676 -1.864 3.403  -0.2033
C -1.987 -1.945 2.900  -0.1690
C -2.314 -1.576 1.737  -0.2116
H -3.371 -1.663 1.455  0.2489
H -2.761 -1.810 3.845  0.2273
H -0.205 -2.297 4.322  0.2202
N 1.612 -1.980 2.749  -0.5909
C 2.522 -1.218 1.994  0.6448
O 3.938 -1.598 2.423  -0.6324
C 2.258 0.068 1.259  -0.1534
C 2.749 0.160 0.033  -0.2096
C 2.566 1.205 -0.644  -0.0370
C 1.669 2.129 -0.199  0.0296
N 1.149 2.015 1.167  -0.3509
C 1.359 0.941 1.669  0.0631
H 0.975 0.872 2.704  0.1906
H 1.479 3.085 -0.431  0.2200
Br 3.173 1.423 -2.515  0.0402
H 3.433 -0.410 -0.262  0.2364
H 1.950 -2.551 3.451  0.4349
H 0.779 -1.621 0.286  0.2330
H -0.003 -2.235 -2.502  0.2483
H 1.198 -0.586 -2.633  0.2033
H -0.283 -1.003 -3.840  0.2092

Entry 3:
Formula: C2H3N3S2
Source: OMol25
Level of theory: ωB97M-V/def2-TZVPD

Values from the calculation:
HOMO-LUMO gap   9.3 eV
E_HOMO   -8.8 eV
SMILES string   Sc1nnc(S)[nH]1

Last column: natural (NBO) charge in e.
Geometry (Å):
C 1.055 0.067 -0.176  0.1920
C -1.094 -0.003 -0.042  0.1880
H 3.366 0.601 0.022  0.1782
H -3.161 0.679 0.368  0.1863
H -0.010 -1.812 0.182  0.4333
N 0.673 1.307 -0.045  -0.2933
N -0.760 1.219 -0.079  -0.3194
N -0.001 -0.855 -0.148  -0.6015
S 2.671 -0.608 -0.020  0.0158
S -2.739 -0.597 -0.062  0.0207

Entry 4:
Formula: C24H38O7S5
Source: OMol25
Level of theory: ωB97M-V/def2-TZVPD

Values from the calculation:
HOMO-LUMO gap (spin up / spin down)   7.3 / 2.8 eV
Charge   +1
Multiplicity   2
E_HOMO (spin up / spin down)   -10.6 / -10.6 eV

Last column: Löwdin spin population.
Geometry (Å):
C -11.280 -12.578 -22.817  0.0000
S -12.989 -12.023 -22.603  0.0000
O -13.971 -13.138 -23.046  0.0000
C -13.026 -11.918 -20.793  0.0000
H -10.613 -11.718 -22.870  0.0000
H -11.005 -12.896 -23.822  0.0000
H -10.856 -13.270 -22.089  0.0000
H -12.529 -12.776 -20.340  0.0000
H -14.108 -11.957 -20.668  0.0000
H -12.649 -11.038 -20.273  0.0000
C -17.363 -7.688 -20.756  0.0004
S -15.693 -8.355 -21.267  0.0016
O -15.042 -8.977 -20.033  0.0091
C -16.186 -9.760 -22.274  0.0003
H -17.592 -6.973 -21.545  0.0000
H -17.262 -7.147 -19.815  0.0000
H -18.107 -8.485 -20.780  0.0000
H -15.289 -10.293 -22.589  0.0000
H -16.897 -9.361 -22.997  0.0001
H -16.738 -10.447 -21.632  0.0000
C -12.454 -8.080 -17.933  0.0528
S -14.205 -7.864 -17.230  0.1897
O -13.935 -7.259 -15.836  0.6919
C -14.414 -6.362 -18.258  0.0446
H -11.668 -7.571 -17.374  0.0003
H -12.354 -7.862 -18.996  0.0051
H -12.465 -9.167 -18.016  -0.0004
H -14.499 -6.624 -19.312  0.0014
H -13.458 -5.839 -18.253  0.0030
H -15.255 -5.750 -17.933  0.0001
C -9.181 -14.484 -25.330  0.0000
S -8.754 -12.751 -25.975  0.0000
O -8.397 -11.948 -24.775  0.0000
C -7.132 -13.088 -26.832  0.0000
H -9.071 -15.288 -26.057  0.0000
H -10.227 -14.619 -25.057  0.0000
H -8.508 -14.888 -24.573  0.0000
H -7.422 -13.941 -27.446  0.0000
H -6.439 -13.500 -26.098  0.0000
H -6.777 -12.189 -27.335  0.0000
C -14.292 -11.172 -26.285  0.0000
S -15.293 -9.615 -26.354  0.0000
O -14.853 -8.684 -25.201  0.0000
C -14.683 -8.788 -27.869  0.0000
H -14.357 -11.653 -27.261  0.0000
H -14.743 -11.732 -25.466  0.0000
H -13.266 -10.911 -26.023  0.0000
H -13.640 -9.056 -28.037  0.0000
H -14.662 -7.700 -27.926  0.0000
H -15.217 -9.062 -28.779  0.0000
C -14.719 -16.089 -21.534  0.0000
C -14.582 -17.467 -21.499  0.0000
C -14.503 -18.060 -20.265  0.0000
C -14.448 -17.379 -19.007  0.0000
C -14.447 -15.946 -19.061  0.0000
C -14.637 -15.333 -20.347  0.0000
C -14.230 -15.128 -17.802  0.0000
O -14.138 -13.931 -17.725  0.0000
C -14.341 -15.973 -16.432  0.0000
C -14.146 -15.301 -15.239  0.0000
C -14.030 -16.061 -14.032  0.0000
C -14.219 -17.419 -14.035  0.0000
C -14.454 -18.067 -15.224  0.0000
C -14.504 -17.366 -16.464  0.0000
C -14.431 -18.152 -17.740  0.0000
O -14.239 -19.329 -17.830  0.0000
H -14.877 -15.629 -22.499  0.0000
H -14.751 -18.187 -22.286  0.0000
H -14.567 -19.137 -20.229  0.0000
H -14.852 -14.276 -20.400  0.0000
H -14.091 -14.224 -15.176  0.0000
H -14.065 -15.515 -13.101  0.0000
H -14.262 -17.979 -13.112  0.0000
H -14.582 -19.138 -15.278  0.0000

Entry 5:
Formula: C4H10N2
Source: OMol25
Level of theory: ωB97M-V/def2-TZVPD

Values from the calculation:
HOMO-LUMO gap   10.6 eV
E_HOMO   -9.7 eV
SMILES string   C=NC.C=NC

Last column: natural (NBO) charge in e.
Geometry (Å):
C -0.401 1.685 -2.204  -0.4525
C -0.424 -0.593 -2.642  -0.0536
N 0.244 0.419 -2.328  -0.3883
H -1.384 1.739 -2.669  0.1755
H 0.219 2.503 -2.528  0.2108
H -0.479 2.007 -1.154  0.2066
H 0.077 -1.540 -2.839  0.1669
H -1.510 -0.662 -2.803  0.1346
C 1.368 -0.562 2.034  -0.4495
C -0.924 -0.462 2.448  -0.0710
N 0.220 -0.671 2.926  -0.3782
H 1.642 -1.593 1.814  0.2091
H 2.190 -0.173 2.631  0.2062
H 1.171 0.007 1.125  0.1814
H -1.797 -0.638 3.069  0.1687
H -1.118 -0.118 1.424  0.1332

Entry 6:
Formula: C10H26LiN5O2Sb
Source: OMol25
Level of theory: ωB97M-V/def2-TZVPD

Values from the calculation:
HOMO-LUMO gap   8.2 eV
Charge   +1
E_HOMO   -11.6 eV

Last column: natural (NBO) charge in e.
Geometry (Å):
Li -1.797 1.463 -0.438  0.8296
N -1.004 -0.500 -3.169  -0.6503
N -2.271 -0.511 -3.760  -0.4135
C -3.351 -0.124 -3.058  0.6373
N -4.505 -0.620 -3.558  -0.7686
N -3.160 0.573 -1.934  -0.5238
N -4.176 0.756 -1.071  0.6279
O -5.318 0.386 -1.273  -0.3718
O -3.784 1.271 0.004  -0.4877
H -0.290 -0.063 -3.715  0.3818
H -0.739 -1.414 -2.847  0.3720
H -2.406 -0.977 -4.670  0.3927
H -4.610 -1.019 -4.465  0.4171
H -5.329 -0.376 -3.034  0.4438
C 3.084 0.916 2.782  -0.6307
C 1.757 1.517 2.628  -0.4873
C 0.887 1.477 3.900  -0.6274
Sb 0.627 0.915 0.928  0.9228
C -0.114 -0.921 1.716  -0.5149
C -1.428 -1.331 0.997  -0.6175
C 0.869 -2.116 1.772  -0.6245
C 1.911 0.190 -0.634  -0.5314
C 1.756 0.923 -1.965  -0.6235
C 3.434 0.018 -0.442  -0.6179
H 3.570 1.494 3.548  0.2221
H 3.672 1.029 1.900  0.2176
H 3.100 -0.127 3.094  0.2104
H 1.874 2.586 2.458  0.2235
H 0.597 0.468 4.288  0.2099
H -0.119 1.916 3.723  0.2123
H 1.383 2.002 4.715  0.2301
H -0.369 -0.652 2.733  0.2206
H -1.197 -1.555 -0.014  0.1872
H -2.146 -0.570 0.999  0.1966
H -1.841 -2.227 1.471  0.2247
H 1.156 -2.530 0.829  0.2043
H 0.369 -2.916 2.351  0.2236
H 1.835 -1.759 2.207  0.2127
H 1.490 -0.831 -0.760  0.2087
H 2.450 1.786 -1.994  0.2196
H 0.747 1.309 -2.192  0.1931
H 1.978 0.267 -2.827  0.2045
H 3.906 0.978 -0.245  0.2085
H 3.936 -0.380 -1.344  0.2193
H 3.566 -0.719 0.366  0.2163

Results for max |F|: 0.0712, 0.2280, 0.0438, 0.0748, 0.0264, 0.0432 (in Eh/bohr, following the order of the records).